C3H8NS | the ωB97M-V functional and the def2-TZVPD basis

```
13
Properties=species:S:1:pos:R:3:forces:R:3:nbo_charge:R:1
N -0.030641 -0.104596 2.109558 0.9907 -0.3745 0.4887 -0.825
C -0.274614 0.186806 -1.716038 1.0872 -0.0658 0.3350 -0.541
H -0.120884 -0.898042 -1.835830 -0.2696 -0.0400 -0.0270 0.159
H 0.680699 0.624168 2.096933 -0.2502 0.2705 -0.1881 0.337
C 0.195637 0.500178 -0.280582 0.9800 -0.5375 0.6413 -0.390
S -1.913187 0.725777 -2.211397 -0.2594 0.0099 0.1092 -0.701
H 0.574157 -1.424029 0.427577 0.0472 -0.5940 0.6163 0.160
C -0.110530 -0.650805 0.756220 -1.0156 2.4108 -2.0998 -0.251
H -0.094738 1.491339 0.082061 -0.6036 -0.2254 -0.0716 0.198
H 0.520001 0.604643 -2.350743 -0.2877 0.1663 -0.2145 0.166
H -1.138659 -0.846076 0.441054 -0.1024 -0.7855 0.6805 0.207
H 0.414655 -0.756344 2.752428 -0.4423 -0.3541 -0.0393 0.332
H 1.298103 0.546979 -0.271241 0.1256 0.1193 -0.2307 0.148
```
Forces are in eV/Å.

The max |F| comes out at 0.065 hartree/bohr. The net charge is -1. As for the relative energy (zero: lowest compared OMol25 entry of this formula, charge and spin): 0.801 eV. The SMILES is NCCC[S-]. The HOMO energy comes out at -2.183 eV. The HOMO-LUMO gap comes out at 6.166 eV. The LUMO energy is 0.146 Eh. Its multiplicity is 1.



C37H54N3OP2Pb | the ωB97M-V functional and the def2-TZVPD basis

```
98
Properties=species:S:1:pos:R:3:forces:R:3:mulliken_charge:R:1
C 0.378073 2.935022 -2.838140 -0.1259 -0.0253 0.2092 2.713
O -2.286036 -0.374164 -2.834239 -0.0164 -0.0611 0.2392 -0.367
C 2.257859 -0.209464 3.879203 0.1261 -0.2980 -0.2510 -0.134
P -1.124276 -1.855597 0.774653 -1.2783 -4.3443 2.1212 -0.385
H -2.426065 0.796389 0.669302 0.4679 -0.1371 1.2913 -0.190
H -5.548159 2.071582 -2.379255 0.0846 -0.0600 0.0444 0.462
H 0.850203 0.137244 -3.608450 0.3757 0.0001 0.2097 0.483
H 2.713655 0.106392 -0.208624 0.6575 0.3461 0.2971 0.020
C 0.694689 -2.352566 1.038531 0.2728 0.9064 -0.0275 -1.198
H -1.897095 -4.026119 -2.198170 0.3518 0.1918 0.2822 0.746
C 3.138717 -0.300543 4.958859 0.0485 -0.1829 -0.0749 -0.743
H 3.559197 -1.719983 -3.430618 -0.1958 -0.0112 0.3470 0.508
C -4.898603 3.885260 -1.426072 0.2033 -0.1587 0.0538 -0.617
H -2.217163 -0.206440 4.031639 -0.0043 0.1169 -0.4903 0.607
N 1.175609 -1.276252 -1.070757 0.4033 -0.1988 -0.8025 0.922
H -0.411235 -3.301191 3.208141 -0.2525 0.3382 0.3041 0.164
H -3.217493 -3.477477 2.342694 0.0249 0.4370 0.1517 0.288
H -0.280260 -4.043379 -1.450595 -0.2409 0.3955 0.0030 0.340
H -4.094182 -3.570391 0.222230 0.2557 0.3079 -0.1446 0.374
H -1.491012 -2.682022 4.483516 0.2265 0.1473 -0.3690 0.596
H -1.674441 2.165888 -2.993993 0.2181 0.0979 -0.2456 0.272
C -3.793561 1.746034 -1.173429 0.3206 0.5002 0.5173 -0.024
H -3.635746 -3.292652 -1.475119 -0.0558 0.2124 0.5325 0.430
P 1.072756 1.569564 -1.688928 3.6376 2.6968 -3.0049 -1.633
H -5.699554 4.482590 -1.844132 0.0570 -0.0173 0.0229 0.428
C -3.236844 -2.411860 2.618382 -0.1193 -0.1152 0.0315 -1.566
C 1.443961 -2.341651 -0.257745 0.9852 -1.4580 0.2218 -0.794
C 3.058838 -2.340392 3.043687 -0.2243 0.1557 0.0622 -0.273
C 3.214611 -3.051002 -1.740447 0.3389 -1.0069 0.3735 -1.408
H 3.440654 3.656527 -2.277354 0.1604 -0.3605 0.2489 0.329
C -0.800356 2.345609 -3.637450 -0.1466 -0.2674 -0.0168 -1.911
H 0.553638 4.897418 -1.827997 -0.2450 -0.3992 0.0281 0.389
C 2.467154 -3.249908 -0.578388 -0.6461 0.6131 0.0232 -0.673
H 3.046897 -3.144388 2.301413 0.0169 0.3342 0.2361 0.319
C 1.240368 -1.066856 1.773620 -0.8845 -0.2550 -0.6551 0.323
H 0.933234 3.561727 -4.836435 0.3122 0.0330 0.4385 0.343
H 2.256643 2.750718 -3.970063 -0.3184 0.4194 -0.1272 0.318
C 3.223022 1.052647 0.024606 0.0391 -0.3788 0.4865 -1.467
C 2.162280 3.311246 0.194074 0.1551 0.2082 -0.1195 -1.630
C 2.636625 2.222456 -0.795768 -0.1644 0.0981 0.2247 2.266
C -1.219064 -3.472854 -1.522408 0.2182 0.0589 -0.2451 -2.066
N 0.869769 0.073233 1.324376 0.4551 0.2067 1.8408 -0.405
H 4.102466 1.997708 -2.428680 -0.1355 0.2775 0.3066 0.372
H 1.232375 2.982647 0.689721 0.3824 0.2015 0.0608 0.214
H -1.083905 3.072277 -4.422010 0.0337 -0.3147 0.4343 0.692
C -4.811675 2.527434 -1.729861 0.4934 0.3101 0.4705 -0.791
H 1.832432 4.441494 -3.577429 -0.1057 -0.3656 0.0278 0.388
H -3.962915 -1.888465 1.973633 0.2758 -0.2697 0.2499 0.296
C -2.066552 -0.258835 2.936890 0.0777 -0.0364 0.1635 -1.822
C -0.174284 4.082381 -1.966975 -0.1773 0.1994 0.0646 -1.597
C 1.420033 3.459920 -3.848481 0.3012 -0.3906 -0.4474 -1.510
H -1.006554 -2.495970 -1.981582 -0.0219 -0.4665 -0.0336 0.149
H 1.992193 4.281876 -0.297012 -0.0069 -0.3577 0.1773 0.340
H -1.293863 2.049026 1.067022 -0.9276 -0.2793 0.0807 0.342
H -3.606924 -2.345391 3.657996 0.1505 0.0169 -0.4030 0.522
Pb -0.391679 0.125225 -0.422087 4.1248 -0.0475 3.1849 3.618
H 0.839705 -3.300315 1.577423 -0.1356 0.4645 -0.1745 1.791
H -0.487449 3.714105 -0.975313 0.0408 0.3131 -0.3884 0.134
H 2.583592 0.558522 -3.482660 -0.4210 0.0665 0.3938 0.730
H -1.210119 -5.376383 -0.042541 -0.2668 0.2328 0.4422 0.372
C -1.920239 -3.330437 -0.151940 -0.0287 0.0862 -0.0764 2.358
H 4.680987 -1.483521 5.935241 -0.3028 0.0395 -0.3662 0.383
H 4.611192 3.048994 -1.084427 -0.4173 -0.1837 -0.1905 0.494
H 2.665177 -4.095546 0.085832 -0.0644 0.2806 -0.2134 0.549
C -3.970709 4.464531 -0.561932 0.1899 -0.5787 -0.0775 -0.812
H -0.541189 1.398176 -4.137013 -0.1764 0.4319 0.0669 0.332
H 3.061696 1.266047 1.097613 0.0963 -0.3804 -0.5496 0.303
H -1.063816 4.510264 -2.465532 0.3581 -0.1158 0.2895 0.466
C -1.847444 -1.742165 2.562650 -0.1130 0.0755 -0.3295 2.225
H -3.609398 -1.936459 -0.317881 -0.1781 -0.2550 -0.1493 0.023
C -0.902004 -2.392786 3.593031 0.0313 -0.1021 0.1868 -1.651
C -3.407652 -3.012992 -0.429557 -0.2393 0.2149 -0.3346 -1.370
C 2.961169 -1.923402 -2.538072 -1.1191 1.6511 -0.0812 -0.906
H -2.965019 0.145427 2.446549 0.0709 -0.1529 0.2452 0.346
H -4.055690 5.512885 -0.304595 0.0664 -0.0589 0.0265 0.426
C -2.821841 2.320626 -0.321826 -1.3774 2.0750 -0.7307 0.565
H -2.250897 4.158499 0.675590 0.1057 -0.0326 0.0614 0.458
H 4.007277 -3.753960 -2.015733 -0.3657 0.3009 0.1317 0.390
C -1.500337 -0.202883 -1.968284 -3.9445 -1.3484 -5.9905 -1.515
H -0.124212 -1.688371 3.929187 -0.2492 -0.3466 -0.1895 0.368
H 4.308697 0.936211 -0.133532 -0.4535 0.0872 -0.1465 0.343
C 3.748005 2.761324 -1.713865 -0.1414 0.2874 -0.3401 -1.613
C 1.946311 -1.032736 -2.170060 1.7214 -1.3184 -0.7561 0.179
C -2.942905 3.689518 -0.011886 -0.2994 -0.3426 -0.4424 -0.369
C 1.693500 0.261303 -2.902054 -0.5840 0.0161 0.1904 -1.062
H -2.738325 -5.136141 0.836621 0.3445 0.2301 -0.0429 0.419
H -1.217327 0.382841 2.666263 -0.0225 -0.2691 0.3205 0.128
H 4.607536 -3.298235 4.214737 -0.2867 0.3815 -0.0543 0.426
H 3.165115 0.498562 5.708000 -0.0143 -0.3460 -0.3124 0.409
H 2.943476 3.454070 0.964803 -0.4133 -0.0538 -0.3289 0.499
C 3.989624 -1.412260 5.088786 -0.2474 0.0684 -0.2848 -0.535
H 1.590172 0.648186 3.752228 0.2809 -0.2615 0.1298 0.304
H -1.200612 -4.547537 1.535120 -0.2742 -0.2660 -0.3242 0.280
N -1.817145 1.537552 0.341255 -2.1768 1.8426 0.9850 0.060
C -1.770404 -4.668885 0.597065 0.4650 -0.3866 0.2680 -1.567
C 2.199114 -1.229903 2.901813 0.6278 0.2059 0.6048 -0.050
H -3.802502 0.694656 -1.382300 0.1436 -0.3451 -0.0694 0.121
C 3.946431 -2.429109 4.125706 -0.1888 0.2289 -0.0042 -0.799
```
Forces are in eV/Å.

The max |F| comes out at 0.142 hartree/bohr. The net charge is +1. As for the relative energy (zero: lowest compared OMol25 entry of this formula, charge and spin): 9.020 eV. The HOMO energy (spin up / spin down) comes out at -9.106 / -7.018 eV. The HOMO-LUMO gap (spin up / spin down) comes out at 6.810 / 4.849 eV. The LUMO energy (spin up / spin down) is -0.084 / -0.080 Eh. Its multiplicity is 1.



CO7S2 | the ωB97M-V functional and the def2-TZVPD basis

```
10
Properties=species:S:1:pos:R:3:forces:R:3:nbo_charge:R:1
O -1.835710 1.569694 0.243931 0.5783 3.6903 0.9898 -0.676
O -0.508000 -0.304224 1.807261 0.4120 -0.2963 1.7046 -1.005
O 1.425716 0.143551 -1.737565 0.1593 0.0206 1.0546 -1.044
O -2.911282 -0.186601 -0.561679 -0.6106 -1.5446 -0.6464 -0.704
O 2.042811 1.464250 0.208538 -0.0492 1.2988 0.8917 -1.018
S 1.694101 0.160197 -0.277303 -0.1719 -0.6561 -2.6210 2.163
S -0.326085 -0.525762 0.393667 0.4790 -1.5736 -1.4724 1.566
O -0.188727 -1.909428 -0.107149 -0.5652 0.6548 0.5969 -0.993
C -2.007370 0.468654 -0.120472 -0.0937 -1.3108 -0.8826 0.726
O 2.614545 -0.880330 0.150767 -0.1380 -0.2832 0.3848 -1.014
```
Forces are in eV/Å.

The max |F| comes out at 0.075 hartree/bohr. The net charge is -2. As for the relative energy (zero: lowest compared OMol25 entry of this formula, charge and spin): 0.000 eV. The SMILES is O=C([O-])S(=O)(=O)S(=O)(=O)[O-]. The HOMO energy comes out at -0.672 eV. The HOMO-LUMO gap comes out at 7.030 eV. The LUMO energy is 0.234 Eh. Its multiplicity is 1.



C38H55NO2P2Rh | the ωB97M-V functional and the def2-TZVPD basis

```
99
Properties=species:S:1:pos:R:3:forces:R:3:mulliken_charge:R:1
C -1.571536 6.522619 1.980110 0.0204 0.1211 0.0426 -0.650
H 4.732805 -4.721227 -0.906276 -0.3029 -0.4013 0.3659 0.198
H -6.972018 3.095967 5.373459 0.3103 -0.1727 -0.2168 0.399
C -4.195272 3.860793 1.355207 -0.5166 -0.1601 -0.2248 -1.150
C -3.953756 2.435500 3.940220 -0.7830 -0.2073 -0.0272 -0.518
H -0.790439 -0.739097 -0.974536 0.0744 -0.3608 -0.0290 -0.414
H 1.794414 0.911518 2.606917 -0.2354 0.1101 -0.0540 0.340
C 0.488226 1.582557 -0.536037 0.5900 0.1762 0.2614 0.510
H -1.404101 2.063194 -1.392139 0.0392 0.0241 0.3358 0.453
H -3.925641 2.807102 1.185442 -0.0136 0.2508 0.1488 0.043
P 4.264707 -3.602619 -4.331997 -2.0687 1.9232 -0.7853 0.145
C -0.939631 -1.712016 -1.482849 -1.4536 -0.1649 -0.4128 -0.121
H 0.839628 2.378174 2.296651 0.0152 -0.2393 0.0929 0.227
C -5.461322 0.564410 3.634782 -0.1175 0.2154 0.3929 -0.538
C 2.689598 1.202690 0.032212 -2.5493 -0.0409 2.3909 0.338
C 1.364987 1.296100 0.553319 2.3201 -0.3024 -0.5418 0.417
H 1.717288 -6.649964 -2.287112 -0.2470 0.1746 0.1341 0.562
C 6.313311 -5.399694 -3.717165 -0.4287 -0.3251 -0.1235 -0.913
H -1.836606 -3.627197 -0.855523 -0.1133 0.2050 -0.1866 0.467
H 7.271742 -5.219577 -4.207950 -0.0755 -0.0508 0.0430 0.318
H 4.738604 0.643659 0.214170 -0.1083 0.0543 0.2711 0.434
H 5.522604 -5.631127 -4.439003 0.8631 -1.2494 0.0431 0.096
H -3.289236 7.690403 0.458167 -0.1191 -0.2841 0.0158 0.402
H -7.418506 0.785328 4.521824 0.3114 0.2641 -0.0666 0.407
C 3.754757 -5.220302 -0.766123 0.7745 0.2444 -0.1945 -0.865
Rh 5.617145 -3.778299 -2.854643 2.0272 1.0844 1.4471 0.108
H 1.590515 2.156662 -3.760989 -0.2614 0.0507 0.0021 0.393
H -0.448260 4.113964 4.116143 -0.1677 0.2704 -0.1794 0.550
C 1.244647 -5.738375 -1.889935 0.1506 -0.1704 0.1037 -1.557
C 4.101740 -3.937322 -6.143740 0.3488 -0.2563 0.2661 -0.975
H -4.460307 4.290194 0.384164 0.0902 -0.0720 0.2268 0.482
H 3.496352 1.699241 -3.290706 0.2863 -0.0878 0.2432 0.374
H 0.850821 -1.983739 -2.729115 -0.3438 -0.1108 0.6747 0.396
C -6.198137 2.558335 4.819822 0.3825 0.1449 -0.0550 -0.674
H 2.797604 -5.442798 -3.977403 -0.5250 0.1431 0.0026 0.501
C -1.079232 -1.917718 1.573067 -1.3157 -0.1519 0.0267 -0.157
H 3.433977 -5.132008 0.283478 -0.0121 0.1046 -0.3847 0.372
C -2.103011 -2.220877 0.760658 0.3944 -0.0815 0.7506 -0.836
H -4.681556 6.681339 0.904361 0.3017 -0.0538 -0.0885 0.357
H -1.057514 2.842990 0.182138 -0.0329 -0.2422 -0.1527 0.178
C -4.956225 3.163024 4.596762 -0.1543 0.1293 -0.0641 -0.282
H 4.434973 -4.973225 -6.300824 -0.2202 0.1673 -0.3281 0.364
H -1.327069 7.519367 1.596163 -0.0073 -0.4200 0.1922 0.380
C -2.310498 4.074982 3.040235 -0.1924 -0.3471 -0.1250 -0.391
C 3.799432 1.428388 -2.272559 0.1601 -0.0328 -0.0964 -1.712
H 0.754969 -1.245426 0.747113 0.0774 -0.2873 0.1671 -0.760
H -1.533308 1.137449 0.133314 0.2259 0.2388 -0.0508 -0.215
H 6.373586 -6.092025 -2.856376 -0.0114 -0.1225 -0.5485 0.313
H 0.906439 -2.180850 2.226575 -0.1345 -0.0502 -0.3530 0.686
H 2.158100 -2.455635 -0.684936 -1.0696 0.3882 0.1048 0.010
H 4.272674 2.052039 1.190059 -0.0244 -0.2624 -0.0883 0.288
C 1.183557 -2.976239 -0.869601 2.9882 0.1861 0.7325 0.711
H 0.436305 -5.439175 -2.574113 0.2711 -0.0213 0.2695 0.386
H -1.408206 -1.449170 -2.442987 0.1974 0.0226 0.1659 0.611
C -0.949617 1.909214 -0.402053 -0.3685 0.0067 -0.1903 -0.007
H 4.268564 0.434953 -2.292500 0.0365 0.1290 -0.1413 0.283
C 0.608229 -3.419937 0.448376 0.4498 -0.6073 0.3649 -1.096
H -3.618758 6.194584 -0.433333 -0.0085 0.1033 0.2850 0.366
H -1.281110 -1.437891 2.527643 -0.1500 -0.4169 -0.0636 0.522
C 0.994127 1.330174 1.981792 -0.2761 -0.0454 0.5700 -0.611
C -3.081454 0.579716 2.648450 0.6209 -0.9919 -0.7778 0.506
H 0.059303 0.788647 2.194727 0.2217 0.1488 0.0074 -0.007
H 1.869663 -3.881473 -4.137896 -0.3456 -0.3240 0.3223 0.485
H 0.245932 6.326061 3.141396 -0.3095 -0.1369 -0.0460 0.429
N -2.672011 2.907963 3.663751 0.2746 1.0356 0.2460 0.245
C -6.449926 1.261013 4.345624 0.2972 -0.2077 -0.2292 -0.472
C -1.076428 4.644439 3.396082 0.6403 0.4937 0.0517 -0.469
H -5.632425 -0.424501 3.204221 -0.0739 0.3481 0.1844 0.455
O -1.979669 0.404555 3.269667 -0.9566 0.5314 -0.3446 -0.902
H 0.065455 1.308607 -3.432127 0.0397 0.2438 -0.0961 0.265
H 4.568589 2.132344 -1.916142 -0.1912 -0.1445 -0.1796 0.332
C 0.767617 2.062155 -3.046553 -0.2487 0.0200 -0.3893 -1.665
C -4.210647 1.143547 3.480372 0.1029 -0.2153 -0.2953 0.820
C -3.085969 4.633024 1.989576 -0.2153 0.4864 0.2853 1.732
H 0.242542 3.027976 -2.988953 0.0795 -0.2466 -0.2066 0.309
H -2.991409 -2.324090 -1.127084 0.4898 -0.1034 0.0134 0.475
C 2.627551 1.412727 -1.365484 -2.1533 0.8515 -2.0637 1.024
H 3.826798 -6.285236 -1.027557 0.0647 0.3304 -0.0018 0.369
H 0.814138 -5.961157 -0.902301 0.2161 0.1520 -0.2741 0.396
O -3.323852 0.411173 1.431909 0.1115 0.2679 1.0939 -0.707
H 3.750170 0.437521 1.701169 0.2248 0.1011 -0.1238 0.434
H -4.734707 4.174183 4.938722 -0.1655 -0.2162 -0.0062 0.471
P 2.544710 -4.411154 -1.846320 -3.5241 -1.4001 -0.1972 0.697
H -5.100364 3.872081 1.975740 0.0969 -0.0178 -0.1841 0.349
C -1.998758 -2.549376 -0.698850 -0.0968 -0.0064 -0.2102 -1.143
C -2.750555 5.918685 1.544363 -0.1033 -0.1430 -0.1769 0.707
C 0.355018 -2.132358 1.274291 0.3827 0.3318 -0.1547 0.241
H -0.288450 -4.034988 0.324226 0.1389 0.3473 0.0438 0.504
H 3.054586 -3.807240 -6.477744 0.5304 -0.1208 0.2593 0.341
C 3.929192 1.069765 0.823321 0.3544 -0.0991 0.2234 -1.819
C 2.719014 -4.386978 -3.671975 1.1905 -0.1312 -0.6215 -0.824
C -0.704545 5.870153 2.862162 0.0759 -0.4574 0.2905 -1.068
C 0.359352 -2.323489 -1.792386 0.8176 0.6293 -1.5437 -0.970
C 1.280542 1.678546 -1.714147 1.7840 -0.4814 0.0201 -0.268
C -3.635643 6.654292 0.566526 -0.0145 0.1544 -0.1941 -1.739
H -1.932805 2.250178 3.914059 0.1118 -0.3713 -0.0513 0.411
H -3.125800 -2.222458 1.145056 0.3972 0.4595 -0.0321 0.424
H 4.759364 -3.259716 -6.717673 -0.3177 -0.3341 0.3831 0.331
H 1.290328 -4.048519 1.035960 0.1535 0.0830 -0.3855 0.357
```
Forces are in eV/Å.

The max |F| comes out at 0.074 hartree/bohr. The net charge is +1. As for the relative energy (zero: lowest compared OMol25 entry of this formula, charge and spin): 0.372 eV. The HOMO energy (spin up / spin down) comes out at -8.852 / -8.753 eV. The HOMO-LUMO gap (spin up / spin down) comes out at 5.952 / 3.838 eV. The LUMO energy (spin up / spin down) is -0.107 / -0.181 Eh. Its multiplicity is 5.